# 1
Entry from the OMol25 dataset: the molecule C4H3ClO at a distorted geometry (wB97M-V/def2-TZVPD).

Charge: 0
SMILES: C#C[C@H](Cl)C=O
Gap between HOMO and LUMO (eV): 10.569
Molecular weight (g mol⁻¹): 102.52
ΔE to the lowest compared entry with this formula, charge and spin (kcal per mole): 41.8

Structure (XYZ):
```
9
C4H3ClO (wB97M-V/def2-TZVPD)
C -0.3177 0.4359 -0.3988
C -1.3413 -0.4852 0.3317
C 1.1202 0.0923 -0.1635
C 2.2377 -0.2517 0.0399
H -0.5836 0.2674 -1.4471
H -1.2452 -0.5522 1.4263
H 3.1937 -0.6228 0.3561
O -2.3126 -0.9873 -0.1814
Cl -0.7513 2.1036 0.0368
```

Okay, here come the Löwdin numbers, in e, for every atom: C -0.67; C -0.29; C -0.15; C 0.12; H 0.11; H 0.13; H 0.04; O 0.07; Cl 0.65

=====

# 2
Entry from the OMol25 dataset: the molecule C4H3ClO2 at a distorted geometry (wB97M-V/def2-TZVPD).

Charge: 0
SMILES: Oc1ccoc1Cl
Gap between HOMO and LUMO (eV): 8.387
Molecular weight (g mol⁻¹): 118.52
ΔE to the lowest compared entry with this formula, charge and spin (kcal per mole): 50.2

Structure (XYZ):
```
10
C4H3ClO2 (wB97M-V/def2-TZVPD)
C -1.1322 0.2187 -0.0810
C -0.6198 1.4842 0.0921
C -0.1441 -0.7464 0.1207
C 1.1657 0.2096 0.0996
O 0.7653 1.4849 0.1953
O -0.1567 -2.1151 0.1167
Cl 2.7075 -0.3908 0.1128
H -2.1790 -0.1134 -0.2122
H -0.9199 2.5009 -0.0760
H 0.5131 -2.5327 -0.3681
```

Okay, here come the Löwdin numbers, in e, for every atom: C -0.05; C -0.11; C -0.24; C -0.70; O -0.03; O 0.05; Cl 0.76; H 0.13; H 0.11; H 0.07

=====

# 3
Entry from the OMol25 dataset: the molecule C4H3ClO2 at a distorted geometry (wB97M-V/def2-TZVPD).

Charge: 0
SMILES: Oc1ccc(Cl)o1
Gap between HOMO and LUMO (eV): 8.824
Molecular weight (g mol⁻¹): 118.52
ΔE to the lowest compared entry with this formula, charge and spin (kcal per mole): 29.0

Structure (XYZ):
```
10
C4H3ClO2 (wB97M-V/def2-TZVPD)
C 0.4505 -0.8113 0.3504
C -0.1846 -0.9300 -0.8714
C 0.4612 0.5120 0.7720
C -0.5064 0.3357 -1.2519
O -0.2666 1.2549 -0.3691
O 0.8859 1.1909 1.8507
Cl -1.2679 0.8632 -2.6854
H 0.7410 -1.7382 0.9864
H -0.5966 -1.7257 -1.3901
H 0.2835 1.0485 2.6085
```

Okay, here come the Löwdin numbers, in e, for every atom: C -0.04; C -0.11; C -0.24; C -0.82; O 0.02; O 0.08; Cl 0.73; H 0.15; H 0.09; H 0.13

=====

# 4
Entry from the OMol25 dataset: a structure of composition C4H3CrLiO at a distorted geometry (wB97M-V/def2-TZVPD).

Charge: +1
Expectation value of S²: 8.789
Gap between HOMO and LUMO (spin up / spin down) (eV): 5.909 / 7.921
Molecular weight (g mol⁻¹): 126.00
Multiplicity: 6
ΔE to the lowest compared entry with this formula, charge and spin (kcal per mole): 13.5

Structure (XYZ):
```
10
C4H3CrLiO (wB97M-V/def2-TZVPD)
O 0.8149 -0.5270 0.2707
C 2.0024 -1.1615 0.2825
Li -0.7006 -1.5423 -0.2085
Cr 0.4255 1.2692 0.5873
H 2.0018 -2.2492 0.4015
H 2.8712 -0.6222 -0.1041
C -1.7375 1.6869 0.4302
C -2.2227 0.7089 -0.2359
C -2.6600 -0.5594 -0.2299
H -3.6521 -0.5998 0.3402
```

Okay, here come the Löwdin numbers, in e, for every atom: O -0.50; C -0.07; Li 0.72; Cr 1.02; H 0.08; H 0.07; C -0.01; C -0.39; C 0.01; H 0.08

=====

- Which formula does entry 3 have?
  C4H3ClO2

=====

- Which formula does entry 4 have?
  C4H3CrLiO